# 1
Entry from the OMol25 dataset: 11 unconnected molecules or ions with the total composition C5H31N2O11 (ωB97M-V/def2-TZVPD).

```
49
Properties=species:S:1:pos:R:3:nbo_charge:R:1
O -1.251 1.802 1.314 -0.5504
C -1.031 0.825 0.643 0.4525
C 0.395 0.307 0.508 -0.1658
C 0.562 -1.151 0.904 -0.4694
C 0.471 -2.144 -0.228 0.1608
C -0.272 -3.241 -0.180 -0.4570
N 1.265 -1.829 -1.339 -0.8710
N 1.332 1.166 1.266 -0.7203
H -1.819 0.199 0.206 0.1817
H 0.586 0.488 -0.544 0.2430
H 1.534 -1.318 1.371 0.2351
H -0.257 -1.380 1.583 0.2419
H -0.908 -3.535 0.636 0.2135
H -0.383 -3.876 -1.051 0.2046
H 0.976 -2.338 -2.157 0.4178
H 1.635 -0.904 -1.473 0.4053
H 1.193 2.153 0.963 0.4825
H 2.287 0.787 1.125 0.4714
H 1.053 1.207 2.246 0.4314
H -4.683 1.685 1.025 0.4881
H -3.794 2.312 2.154 0.4991
O -4.322 1.549 1.903 -0.9647
H 4.628 0.203 1.505 0.5034
H 3.853 -0.989 0.868 0.5259
O 3.843 -0.005 0.987 -1.0164
H 3.212 -3.351 0.427 0.4910
H 2.983 -2.247 -0.510 0.4914
O 3.668 -2.554 0.121 -0.9753
H 3.522 0.742 -0.975 0.5046
H 3.235 1.283 -2.361 0.4920
O 2.797 1.065 -1.530 -0.9891
H -4.014 -1.722 2.708 0.4833
H -3.943 -0.144 2.431 0.5211
O -3.477 -0.996 2.400 -0.9999
H -2.601 -0.747 -1.638 0.5050
H -3.190 0.329 -2.480 0.4780
O -2.365 0.111 -2.029 -0.9811
H 0.158 -0.329 -4.517 0.4739
H -0.845 -0.391 -3.349 0.4974
O -0.022 -0.774 -3.685 -0.9770
H -2.786 -1.721 0.817 0.5129
H -3.526 -2.450 -0.355 0.4842
O -2.755 -1.922 -0.135 -0.9964
H 1.582 4.656 1.146 0.4953
H 0.299 3.832 0.704 0.5018
O 1.020 3.926 1.334 -0.9624
H 0.159 3.370 -2.036 0.4940
H 0.836 1.937 -1.804 0.4964
O 0.476 2.723 -1.408 -0.9845
```

## Properties
Frontier orbital gap (eV): 8.6
Relative energy (zero: lowest compared OMol25 entry of this formula, charge and spin) (kcal/mol): 0.00
Net charge: +1
Max |F| (eV/Å): 1.76
Energy (eV): -31185.9886
E_LUMO (eV): -2.33
Molecular weight (g/mol): 295.31


# 2
Entry from the OMol25 dataset: a single C7H13N molecule (ωB97M-V/def2-TZVPD).

```
21
Properties=species:S:1:pos:R:3:nbo_charge:R:1
C 0.136 0.038 0.048 -0.1156
C 0.814 1.320 -0.423 -0.6000
C 1.046 -1.181 0.047 -0.6071
C -0.822 -0.682 -2.150 -0.7314
C -1.185 -0.140 -0.476 0.4044
C -0.303 0.332 1.789 -0.1610
C 0.617 0.556 2.709 -0.4373
N -2.334 0.139 -0.126 -0.6435
H -3.068 -0.038 -0.807 0.3589
H -1.355 0.310 2.047 0.2172
H 0.113 2.152 -0.436 0.2256
H 1.622 1.567 0.263 0.2215
H 1.230 1.189 -1.421 0.2059
H 1.519 -1.311 -0.925 0.2090
H 1.832 -1.037 0.786 0.2227
H 0.494 -2.084 0.302 0.2211
H -0.903 -1.767 -2.102 0.2130
H 0.124 -0.406 -2.609 0.2079
H -1.618 -0.252 -2.756 0.2048
H 0.362 0.729 3.748 0.2025
H 1.678 0.567 2.491 0.1814
```

## Properties
Frontier orbital gap (eV): 9.7
Relative energy (zero: lowest compared OMol25 entry of this formula, charge and spin) (kcal/mol): 63.70
Net charge: 0
Max |F| (eV/Å): 7.06
Energy (eV): -8957.1704
E_LUMO (eV): 0.91
Molecular weight (g/mol): 111.19


# 3
Entry from the OMol25 dataset: 2 unconnected molecules or ions with the total composition C4H12BrNO (ωB97M-V/def2-TZVPD).

```
19
Properties=species:S:1:pos:R:3:nbo_charge:R:1
C -1.309 0.370 -0.530 -0.6748
C -0.012 -0.454 -0.567 -0.0437
C 0.945 -0.119 0.642 -0.0780
O 1.868 0.903 0.251 -0.5232
C 1.385 2.208 0.347 -0.2535
N -0.245 -1.979 -0.654 -0.6947
H -0.894 -2.271 0.063 0.4724
H -0.682 -2.150 -1.548 0.4254
H 0.586 -2.535 -0.507 0.4294
H -1.252 1.426 -0.264 0.2477
H -2.045 0.014 0.190 0.2854
H -1.781 0.307 -1.511 0.2083
H 0.401 -0.348 -1.571 0.2014
H 1.472 -1.041 0.889 0.1823
H 0.292 0.129 1.479 0.2162
H 0.818 2.281 1.275 0.1789
H 0.681 2.565 -0.405 0.1565
H 2.305 2.753 0.135 0.2074
Br -2.533 -2.059 2.288 -0.9433
```

## Properties
Frontier orbital gap (eV): 7.0
Relative energy (zero: lowest compared OMol25 entry of this formula, charge and spin) (kcal/mol): 13.19
Net charge: 0
Max |F| (eV/Å): 2.32
Energy (eV): -77921.1904
E_LUMO (eV): -0.38
Molecular weight (g/mol): 170.05


# 4
Entry from the OMol25 dataset: a single C5H9NO molecule (ωB97M-V/def2-TZVPD).

```
16
Properties=species:S:1:pos:R:3:nbo_charge:R:1
C 1.127 0.123 -0.587 -0.2267
N -0.238 -0.375 -0.438 -0.5128
C -0.287 -1.565 0.318 0.5727
O -0.610 -2.616 -0.142 -0.4943
C -1.084 0.712 0.056 -0.2283
C -0.187 1.872 0.528 -0.4205
C 1.235 1.501 0.080 -0.4227
H 1.382 0.154 -1.640 0.1994
H 1.899 -0.556 -0.212 0.1992
H -0.078 -1.423 1.400 0.0858
H -1.833 0.426 0.800 0.2048
H -1.684 1.057 -0.774 0.1993
H -0.211 1.973 1.609 0.2064
H -0.492 2.833 0.095 0.2148
H 1.676 2.242 -0.578 0.2153
H 1.857 1.445 0.960 0.2076
```

## Properties
Frontier orbital gap (eV): 10.0
Relative energy (zero: lowest compared OMol25 entry of this formula, charge and spin) (kcal/mol): 37.43
Net charge: 0
Max |F| (eV/Å): 0.97
Energy (eV): -8867.5895
E_LUMO (eV): 0.95
Molecular weight (g/mol): 99.13


# 5
Entry from the OMol25 dataset: a molecular structure, C11H8BrMnN2O3 (ωB97M-V/def2-TZVPD).

```
26
Properties=species:S:1:pos:R:3:nbo_charge:R:1
Mn -0.004 0.041 -0.022 1.5304
O 2.268 0.135 -3.200 -0.5649
C 1.633 -0.208 -2.237 0.7446
O 0.481 0.222 -1.855 -0.8588
C 2.230 -1.239 -1.250 0.0884
C 3.477 -1.785 -1.497 -0.1999
C 4.025 -2.651 -0.563 -0.1231
C 3.284 -2.950 0.573 -0.2378
C 2.031 -2.380 0.736 0.0523
N 1.513 -1.516 -0.144 -0.5968
H 3.976 -1.502 -2.410 0.2673
H 5.009 -3.067 -0.712 0.2404
H 3.669 -3.621 1.324 0.2426
H 1.415 -2.628 1.594 0.2088
O 1.281 4.553 4.084 -0.6080
C 1.205 3.656 3.122 0.4127
C 2.237 3.381 2.213 -0.3191
C 2.056 2.407 1.255 0.1000
N 0.936 1.679 1.157 -0.6250
C -0.053 1.967 2.019 0.1842
Br -1.621 0.864 1.708 0.1210
C 0.006 2.925 2.992 -0.3202
H 2.122 5.035 4.102 0.5100
H 3.172 3.918 2.260 0.2477
H 2.823 2.194 0.522 0.2354
H -0.820 3.125 3.652 0.2679
```

## Properties
Frontier orbital gap (alpha / beta) (eV): 9.3 / 9.1
Net charge: +1
Max |F| (eV/Å): 1.11
Multiplicity: 6
Energy (eV): -122017.6816
E_LUMO (alpha / beta) (eV): -3.33 / -3.66
Molecular weight (g/mol): 351.04


# 6
Entry from the OMol25 dataset: a molecular structure, C16H18IrN3O5S2Se2 (ωB97M-V/def2-TZVPD).

```
47
Properties=species:S:1:pos:R:3:nbo_charge:R:1
Ir -0.929 -0.724 0.066 0.9021
O -2.957 -2.174 0.495 -0.7625
C -3.826 -2.731 -0.467 -0.0619
C -4.020 -1.750 -1.636 -0.1321
C -5.262 -2.199 -2.446 -0.0494
O -5.410 -1.320 -3.533 -0.7314
C -4.371 -0.355 -1.115 -0.6005
Se -3.007 0.754 -0.261 0.3120
C -2.829 -1.750 -2.609 -0.5879
Se -1.033 -2.221 -1.931 0.3035
H -2.703 -2.863 1.160 0.5332
H -4.798 -2.920 0.006 0.1893
H -3.432 -3.678 -0.854 0.1866
H -6.149 -2.170 -1.798 0.1763
H -5.120 -3.232 -2.789 0.1783
H -6.187 -1.564 -4.050 0.4915
H -5.175 -0.435 -0.381 0.2493
H -4.734 0.235 -1.960 0.2705
H -2.727 -0.767 -3.074 0.2505
H -3.022 -2.471 -3.404 0.2409
S 0.457 1.227 -1.316 -0.0507
C 0.446 1.956 0.184 0.2459
N 0.914 3.231 0.351 -0.5055
C 0.793 3.875 1.530 0.1280
C 0.235 3.220 2.595 -0.3323
C -0.139 1.875 2.408 0.1790
N -0.050 1.284 1.241 -0.5315
H 1.329 3.682 -0.458 0.4516
H 1.144 4.894 1.584 0.2457
H 0.110 3.709 3.544 0.2601
H -0.512 1.275 3.225 0.2371
O -1.862 -3.885 2.229 -0.9621
S -0.887 -3.083 2.942 2.2986
O -1.322 -2.492 4.165 -0.9010
N -0.373 -1.925 1.880 -0.9626
C 0.878 -2.128 1.482 0.6317
O 1.352 -1.439 0.561 -0.6440
C 1.560 -3.233 2.182 -0.1742
C 2.872 -3.651 2.019 -0.1453
C 3.309 -4.733 2.768 -0.1852
C 2.462 -5.368 3.665 -0.1724
C 1.143 -4.951 3.827 -0.2052
C 0.712 -3.892 3.063 -0.2118
H 3.526 -3.135 1.333 0.2409
H 4.323 -5.082 2.651 0.2308
H 2.833 -6.200 4.244 0.2331
H 0.488 -5.442 4.528 0.2429
```

## Properties
Frontier orbital gap (alpha / beta) (eV): 6.4 / 6.2
Relative energy (zero: lowest compared OMol25 entry of this formula, charge and spin) (kcal/mol): 3.09
Net charge: +1
Max |F| (eV/Å): 0.88
Multiplicity: 6
Energy (eV): -186784.9395
E_LUMO (alpha / beta) (eV): -3.70 / -5.35
Molecular weight (g/mol): 746.61


The lowest max |F| belongs to which entry?
C16H18IrN3O5S2Se2